Here is C5H7N in the gas phase from OMol25. Energies are from wB97M-V/def2-TZVPD.

Values from the calculation:
- Lowest unoccupied orbital energy: 0.010 eV
- Highest occupied orbital energy: -8.4761 eV
- Energy: -249.29158 Ha
- Relative energy (zero: lowest compared OMol25 entry of this formula, charge and spin): 4.9430 eV
- Orbital gap: 8.49 eV

```
! wB97M-V def2-TZVPD RIJCOSX def2/J DEFGRID3
* xyz 0 1
C 1.20 -0.17 0.56
C 0.65 1.22 0.39
C 0.56 -0.57 -0.79
C -0.91 -0.20 -0.57
N -1.52 -0.13 0.72
C -0.81 1.08 0.26
H 2.29 -0.27 0.55
H 0.81 -0.73 1.41
H 0.92 0.22 -1.47
H 0.84 -1.52 -1.23
H -1.62 -0.31 -1.39
H -1.01 -0.60 1.46
H -1.42 1.94 0.05
*
```

***

Here is a molecular structure, C5H7N from OMol25. Energies are from wB97M-V/def2-TZVPD.

Values from the calculation:
- Lowest unoccupied orbital energy (alpha / beta): 0.277 / 0.276 eV
- Highest occupied orbital energy (alpha / beta): -7.9976 / -7.9983 eV
- Energy: -249.26359 Ha
- Relative energy (zero: lowest compared OMol25 entry of this formula, charge and spin): 5.7048 eV
- Orbital gap (alpha / beta): 8.27 / 8.27 eV

```
! wB97M-V def2-TZVPD RIJCOSX def2/J DEFGRID3
* xyz 0 1
C 1.09 0.37 0.61
C 0.41 1.47 -0.11
C 0.88 -1.11 -0.65
C -0.17 0.02 -0.10
C -1.37 -0.28 0.54
N 1.92 -0.54 0.21
H -0.22 2.23 0.45
H 0.87 1.94 -0.95
H 0.55 -2.17 -0.48
H 1.22 -0.81 -1.56
H -1.65 0.66 1.04
H -1.32 -1.28 1.11
H -2.22 -0.49 -0.10
*
```

***

Here is a molecular structure, C5H7N from OMol25. Energies are from wB97M-V/def2-TZVPD.

Values from the calculation:
- Lowest unoccupied orbital energy (alpha / beta): -1.092 / -1.092 eV
- Highest occupied orbital energy (alpha / beta): -8.6067 / -8.6093 eV
- Energy: -249.26985 Ha
- Relative energy (zero: lowest compared OMol25 entry of this formula, charge and spin): 5.5345 eV
- Orbital gap (alpha / beta): 7.51 / 7.52 eV

```
! wB97M-V def2-TZVPD RIJCOSX def2/J DEFGRID3
* xyz 0 1
C -1.19 -1.04 0.18
N -0.02 -0.23 0.46
C -0.16 1.24 0.32
C 0.96 1.19 -0.68
C 1.00 -0.17 -0.57
C 1.83 -1.11 -1.22
H -0.88 -2.09 0.10
H -1.71 -0.76 -0.75
H -1.91 -0.97 1.01
H -1.12 1.56 -0.11
H 0.03 1.80 1.24
H 1.58 1.92 -1.18
H 1.58 -2.12 -0.81
*
```

***

Here is a molecular structure, C5H7N from OMol25. Energies are from wB97M-V/def2-TZVPD.

Values from the calculation:
- Lowest unoccupied orbital energy: -0.026 eV
- Highest occupied orbital energy: -8.4459 eV
- Energy: -249.27610 Ha
- Relative energy (zero: lowest compared OMol25 entry of this formula, charge and spin): 5.3644 eV
- Orbital gap: 8.42 eV

```
! wB97M-V def2-TZVPD RIJCOSX def2/J DEFGRID3
* xyz 0 1
C -1.28 1.05 0.22
C -0.59 -1.24 -0.81
C -0.41 0.27 -0.76
N 1.08 0.17 -0.54
C 1.22 -0.40 0.75
C 0.79 -1.34 -0.38
H -0.84 2.02 0.47
H -2.26 1.20 -0.24
H -1.43 0.47 1.13
H -0.54 0.63 -1.79
H 0.54 -0.15 1.56
H 2.25 -0.57 1.06
H 1.49 -2.12 -0.67
*
```

***

Here is 2 unconnected molecules or ions with the total composition C5H7N from OMol25. Energies are from wB97M-V/def2-TZVPD.

Values from the calculation:
- Lowest unoccupied orbital energy (alpha / beta): -0.889 / -0.870 eV
- Highest occupied orbital energy (alpha / beta): -9.4671 / -9.3492 eV
- Energy: -249.26005 Ha
- Relative energy (zero: lowest compared OMol25 entry of this formula, charge and spin): 5.8010 eV
- Orbital gap (alpha / beta): 8.58 / 8.48 eV

```
! wB97M-V def2-TZVPD RIJCOSX def2/J DEFGRID3
* xyz 0 1
N -2.61 1.31 0.14
C -1.89 0.41 0.19
C -1.06 -0.80 0.28
C 0.35 -0.58 0.76
C 0.50 1.88 -1.03
C 1.39 -1.26 0.29
H -1.05 -1.29 -0.70
H -1.58 -1.48 0.97
H 0.48 0.13 1.58
H 1.00 2.76 -0.56
H 0.80 2.00 -2.10
H 1.29 -1.97 -0.52
H 2.39 -1.12 0.70
*
```

***

Here is a gas-phase ion, C5H7N2 (charge +1) from OMol25. Energies are from wB97M-V/def2-TZVPD.

Values from the calculation:
- Lowest unoccupied orbital energy (alpha / beta): -6.416 / -6.417 eV
- Highest occupied orbital energy (alpha / beta): -14.5420 / -14.5418 eV
- Energy: -303.89015 Ha
- Relative energy (zero: lowest compared OMol25 entry of this formula, charge and spin): 3.5051 eV
- Orbital gap (alpha / beta): 8.13 / 8.12 eV

```
! wB97M-V def2-TZVPD RIJCOSX def2/J DEFGRID3
* xyz 1 1
C -2.23 0.07 -0.10
C -1.04 -0.73 0.08
C 0.38 -0.19 0.04
C 1.47 -1.12 0.00
N 2.55 -0.42 -0.13
C 2.24 0.87 0.03
N 0.87 1.02 0.03
H -1.92 1.04 -0.22
H -2.97 0.11 0.69
H -3.00 -0.29 -0.74
H -1.29 -1.71 0.27
H 1.59 -2.22 0.01
H 2.88 1.62 0.16
H 0.45 1.94 -0.14
*
```

***

Here is a gas-phase ion, C5H7N2 (charge +1) from OMol25. Energies are from wB97M-V/def2-TZVPD.

Values from the calculation:
- Lowest unoccupied orbital energy: -6.118 eV
- Highest occupied orbital energy: -15.3123 eV
- Energy: -303.92271 Ha
- Relative energy (zero: lowest compared OMol25 entry of this formula, charge and spin): 2.6191 eV
- Orbital gap: 9.19 eV

```
! wB97M-V def2-TZVPD RIJCOSX def2/J DEFGRID3
* xyz 1 1
C -2.63 -0.21 0.42
C -1.40 0.20 0.03
C -0.95 1.47 -0.44
N 0.38 1.47 -0.48
C 0.92 0.25 -0.04
C 2.32 0.02 0.18
N -0.10 -0.44 0.28
H -2.94 -1.19 0.88
H -3.54 0.44 0.20
H -1.54 2.30 -0.67
H 2.97 -0.24 -0.73
H 2.36 -0.74 1.01
H 2.89 0.94 0.60
H -0.25 -1.46 0.50
*
```

***

Here is 2 unconnected molecules or ions with the total composition C5H7N2 from OMol25. Energies are from wB97M-V/def2-TZVPD.

Values from the calculation:
- Lowest unoccupied orbital energy: -5.097 eV
- Highest occupied orbital energy: -14.4602 eV
- Energy: -303.76861 Ha
- Relative energy (zero: lowest compared OMol25 entry of this formula, charge and spin): 6.8123 eV
- Orbital gap: 9.36 eV

```
! wB97M-V def2-TZVPD RIJCOSX def2/J DEFGRID3
* xyz 1 1
C -2.57 -1.82 0.28
C 0.47 -1.15 1.42
C -2.14 -0.69 0.12
C 0.68 1.64 -0.40
C 1.51 0.35 -0.28
N 1.18 -0.43 0.82
N -0.01 1.90 -1.36
H -1.93 0.24 -0.12
H 0.66 2.35 0.48
H 1.16 -0.42 -1.03
H 2.59 0.61 -0.18
H -3.14 -2.68 0.43
H -0.13 1.20 -2.09
H -0.04 -1.94 1.79
*
```

***

Here is a molecular structure, C5H7N2 from OMol25. Energies are from wB97M-V/def2-TZVPD.

Values from the calculation:
- Lowest unoccupied orbital energy (alpha / beta): -3.788 / -7.844 eV
- Highest occupied orbital energy (alpha / beta): -11.1567 / -14.7900 eV
- Energy: -303.74827 Ha
- Relative energy (zero: lowest compared OMol25 entry of this formula, charge and spin): 3.0268 eV
- Orbital gap (alpha / beta): 7.37 / 6.95 eV

```
! wB97M-V def2-TZVPD RIJCOSX def2/J DEFGRID3
* xyz 1 3
C -0.73 -1.30 0.94
C -1.03 -0.06 1.32
C 0.22 0.63 -1.58
C 0.60 -0.86 0.71
C 0.27 0.63 0.78
N 0.64 -0.60 -1.50
N 0.15 1.27 -0.41
H -1.25 -2.20 0.90
H -1.88 0.40 1.79
H 0.05 1.17 -2.59
H 1.59 -1.22 0.67
H 0.73 1.21 1.51
H 0.41 -1.29 -2.21
H 0.22 2.24 -0.34
*
```

***

Here is a gas-phase ion, C5H7N2 (charge +1) from OMol25. Energies are from wB97M-V/def2-TZVPD.

Values from the calculation:
- Lowest unoccupied orbital energy (alpha / beta): -4.800 / -8.356 eV
- Highest occupied orbital energy (alpha / beta): -11.7340 / -15.9987 eV
- Energy: -303.70572 Ha
- Relative energy (zero: lowest compared OMol25 entry of this formula, charge and spin): 4.1847 eV
- Orbital gap (alpha / beta): 6.93 / 7.64 eV

```
! wB97M-V def2-TZVPD RIJCOSX def2/J DEFGRID3
* xyz 1 3
C 0.60 -0.56 -0.79
C 1.49 0.34 1.12
C -0.58 -0.52 -1.57
C -1.59 0.46 -1.80
C 0.62 -0.30 2.10
N 1.41 0.05 -0.09
N 0.26 -1.55 -1.66
H 2.26 1.09 1.24
H -1.26 1.38 -1.36
H -2.57 0.24 -1.41
H -1.91 0.63 -2.80
H 0.08 -1.06 1.53
H -0.14 0.41 2.62
H 1.34 -0.60 2.88
*
```

***

- Number 1 is which compound?
  C5H7N

***

- What is the formula in the fifth record?
  C5H7N